A) Entry from the Open Molecules 2025 dataset: 2 unconnected molecules or ions with the total composition C2H4O3 (ωB97M-V/def2-TZVPD).

Each line ends with the Mulliken charge.
Atoms and positions in Å:
C  0.811  -0.264  0.105  0.426
C  -1.624  0.270  -0.260  -0.735
O  1.230  -1.637  -0.187  -0.246
O  1.046  -1.111  1.145  -0.248
O  1.448  0.878  -0.133  -0.360
H  -1.349  1.367  -0.100  0.292
H  -2.164  -0.262  0.437  0.319
H  -1.648  -0.109  -1.371  0.251
H  2.248  0.867  0.365  0.301

Summary:
Frontier orbital gap (alpha / beta) ... 8.96 / 9.26 eV

B) Entry from the Open Molecules 2025 dataset: a single C2H4O3 molecule (ωB97M-V/def2-TZVPD).

Each line ends with the Mulliken charge.
Atoms and positions in Å:
C  -0.410  0.587  0.014  -0.958
C  1.007  0.086  -0.044  0.866
O  1.140  -1.436  -0.829  -0.529
O  1.844  0.115  1.019  -0.296
O  2.064  0.847  -0.128  -0.273
H  -0.436  1.445  0.678  0.309
H  -1.147  -0.119  0.148  0.310
H  -0.612  1.026  -0.945  0.285
H  1.129  -1.991  -0.080  0.286

Summary:
SMILES ... CC1(O)OO1
Frontier orbital gap ... 11.68 eV

Most stable structure: B)

A) Entry from the Open Molecules 2025 dataset: 2 unconnected molecules or ions with the total composition C2H4O3 (ωB97M-V/def2-TZVPD).

Each line ends with the Mulliken charge.
Atoms and positions in Å:
O  0.442  -2.386  1.070  -0.480
C  1.051  -1.488  0.559  0.215
O  0.531  -0.381  0.114  -0.362
H  2.112  -1.573  0.353  0.281
H  0.062  0.367  -0.248  0.431
C  -1.507  1.932  -0.642  -0.127
O  -0.362  2.019  -0.980  -0.483
H  -2.306  1.674  -1.353  0.260
H  -1.778  2.108  0.420  0.264

Summary:
SMILES ... O=CO.C=O
Frontier orbital gap ... 10.40 eV

B) Entry from the Open Molecules 2025 dataset: 2 unconnected molecules or ions with the total composition C2H4O3 (ωB97M-V/def2-TZVPD).

Each line ends with the Mulliken charge.
Atoms and positions in Å:
O  0.711  -1.863  -0.082  -0.435
C  0.491  -0.819  -0.589  0.583
C  -0.260  0.384  -1.051  -0.330
O  1.234  0.239  -1.059  -0.319
H  -0.751  0.370  -1.984  0.265
H  -0.734  0.961  -0.318  0.221
O  -0.369  -0.074  1.755  -0.657
H  -0.664  0.672  2.353  0.301
H  0.342  0.131  0.975  0.371

Summary:
SMILES ... O=C1CO1.O
Frontier orbital gap ... 11.34 eV

C) Entry from the Open Molecules 2025 dataset: 2 unconnected molecules or ions with the total composition C2H4O3 (ωB97M-V/def2-TZVPD).

Each line ends with the Mulliken charge.
Atoms and positions in Å:
O  0.642  1.022  0.640  -0.441
C  1.575  0.784  -0.072  0.211
O  1.600  -0.221  -0.960  -0.412
H  2.535  1.310  -0.052  0.324
H  0.897  -0.846  -0.729  0.310
C  -1.985  -0.566  0.765  -0.035
O  -1.708  -0.969  -0.332  -0.414
H  -2.206  -1.273  1.586  0.246
H  -2.017  0.505  1.016  0.211

Summary:
SMILES ... O=CO.C=O
Frontier orbital gap ... 11.12 eV

Most stable structure: C)